(1)
{"formula": "C2H12NO2S2", "method": "ωB97M-V/def2-TZVPD", "species": ["N", "C", "C", "S", "S", "H", "H", "H", "H", "H", "H", "H", "H", "H", "H", "O", "H", "H", "O"], "coordinates": [[-0.689, 0.575, 0.611], [-0.060, -0.845, 0.540], [0.552, -1.071, 1.895], [2.329, -0.511, 2.152], [2.680, 0.934, 0.895], [-1.687, 0.604, 0.600], [-0.227, 1.290, -3.111], [-0.345, 1.109, 1.396], [0.532, -1.081, -0.336], [-0.928, -1.490, 0.472], [0.027, -0.610, 2.733], [0.472, -2.131, 2.154], [3.269, 0.176, -0.086], [-1.757, -0.379, -2.315], [-2.784, -1.020, -1.302], [-2.031, -0.411, -1.378], [0.821, 2.234, -2.405], [-0.338, 1.071, -0.222], [0.163, 1.558, -2.294]], "charge": 1, "lumo_ev": -3.11, "homo_ev": -12.598}

***

(2)
{"formula": "C35H22BrN8O2SSn", "method": "ωB97M-V/def2-TZVPD", "species": ["Sn", "C", "C", "C", "C", "N", "C", "C", "C", "C", "C", "C", "N", "C", "C", "C", "C", "C", "N", "H", "H", "H", "H", "H", "H", "H", "H", "H", "H", "H", "Br", "C", "C", "C", "C", "C", "N", "C", "O", "O", "H", "H", "H", "N", "C", "C", "C", "C", "C", "C", "C", "C", "C", "H", "H", "H", "H", "S", "C", "N", "C", "C", "C", "N", "H", "H", "H", "H", "N", "C"], "coordinates": [[-1.573, 0.232, 0.195], [-1.595, -1.768, 4.553], [-0.250, -2.093, 4.523], [0.258, -2.726, 3.399], [-0.604, -2.988, 2.339], [-1.904, -2.702, 2.373], [-2.384, -2.108, 3.460], [-0.073, -3.529, 1.056], [0.775, -4.631, 1.018], [1.280, -5.027, -0.208], [0.944, -4.306, -1.341], [0.092, -3.212, -1.207], [-0.413, -2.849, -0.033], [-0.273, -2.357, -2.376], [0.625, -2.152, -3.416], [0.268, -1.300, -4.449], [-0.972, -0.689, -4.411], [-1.804, -0.959, -3.332], [-1.471, -1.772, -2.336], [-2.032, -1.251, 5.397], [0.401, -1.839, 5.350], [1.311, -2.964, 3.316], [-3.443, -1.875, 3.445], [1.019, -5.164, 1.928], [1.930, -5.891, -0.281], [1.319, -4.596, -2.314], [1.605, -2.610, -3.395], [0.963, -1.095, -5.254], [-1.288, 0.002, -5.180], [-2.778, -0.487, -3.256], [2.700, -1.362, 0.816], [2.061, -0.212, 2.199], [2.836, -0.099, 3.343], [2.376, 0.756, 4.332], [1.205, 1.463, 4.121], [0.519, 1.277, 2.928], [0.934, 0.424, 1.988], [-0.728, 2.118, 2.649], [-1.079, 2.902, 3.523], [-1.274, 1.960, 1.509], [3.757, -0.654, 3.440], [2.940, 0.878, 5.248], [0.802, 2.164, 4.836], [5.796, 2.047, -6.648], [4.994, 1.874, -5.842], [3.992, 1.654, -4.837], [4.260, 0.810, -3.759], [3.294, 0.594, -2.796], [2.041, 1.213, -2.887], [1.787, 2.065, -3.970], [2.751, 2.284, -4.935], [1.029, 0.958, -1.916], [0.166, 0.741, -1.089], [5.226, 0.329, -3.685], [3.491, -0.058, -1.955], [0.820, 2.545, -4.035], [2.550, 2.942, -5.770], [-3.071, 1.793, -1.408], [-3.298, 3.084, -0.257], [-4.002, 2.830, 0.863], [-4.064, 3.775, 1.792], [-3.484, 5.014, 1.623], [-2.851, 5.213, 0.408], [-2.752, 4.278, -0.525], [-4.670, 1.405, 1.385], [-4.595, 3.513, 2.702], [-3.514, 5.771, 2.392], [-2.391, 6.169, 0.172], [-5.054, 0.580, 1.938], [-5.432, -0.333, 2.546]], "charge": -1, "lumo_ev": 2.15, "homo_ev": -4.683}